{"formula": "C44H59As4PPtSe2Si", "method": "ωB97M-V with the def2-TZVPD basis set", "spin_multiplicity": 5, "relative_energy_kcal_mol": 0.0, "s_squared": 6.0142, "charge": 2, "lumo_ha": [-0.1891, -0.3090], "species": ["Pt", "C", "As", "C", "C", "C", "C", "C", "As", "C", "C", "C", "As", "C", "C", "H", "H", "H", "H", "H", "H", "H", "H", "H", "H", "H", "H", "H", "H", "H", "H", "H", "H", "H", "H", "H", "H", "H", "H", "H", "H", "H", "Se", "P", "Se", "C", "C", "C", "C", "C", "C", "C", "C", "C", "C", "C", "C", "H", "H", "H", "H", "H", "H", "H", "H", "H", "H", "C", "Si", "C", "C", "H", "H", "H", "H", "H", "H", "H", "H", "H", "C", "C", "C", "C", "C", "C", "As", "C", "C", "C", "C", "C", "C", "C", "C", "C", "C", "C", "C", "H", "H", "H", "H", "H", "H", "H", "H", "H", "H", "H", "H", "H"], "coordinates": [[0.346, -0.194, 1.151], [2.563, -2.395, 2.724], [2.007, -2.039, 0.901], [1.479, -3.811, 0.323], [3.584, -1.840, -0.213], [4.545, -0.670, -0.032], [5.078, -0.630, 1.404], [3.912, 0.676, -0.402], [2.364, 1.412, 0.537], [2.426, 3.139, -0.328], [3.051, 1.948, 2.274], [5.770, -0.887, -0.957], [5.789, -1.361, -2.891], [5.205, -3.238, -2.838], [4.136, -0.603, -3.633], [3.383, -3.111, 2.739], [1.707, -2.813, 3.252], [2.861, -1.478, 3.223], [2.379, -4.424, 0.327], [1.055, -3.782, -0.679], [0.756, -4.245, 1.011], [3.189, -1.859, -1.227], [4.115, -2.783, -0.058], [4.306, -0.372, 2.128], [5.874, 0.112, 1.495], [5.495, -1.599, 1.688], [3.603, 0.682, -1.446], [4.665, 1.461, -0.290], [3.379, 3.584, -0.036], [1.613, 3.777, 0.008], [2.380, 3.019, -1.405], [4.077, 2.292, 2.148], [3.023, 1.140, 2.998], [2.438, 2.769, 2.638], [6.394, -1.677, -0.528], [6.378, 0.020, -0.911], [5.754, -3.774, -2.063], [5.468, -3.683, -3.797], [4.134, -3.365, -2.684], [4.219, 0.481, -3.710], [3.222, -0.862, -3.096], [4.059, -1.004, -4.644], [-1.259, -2.751, 2.016], [-2.467, -2.026, 0.326], [-1.577, -0.238, -0.589], [-4.064, -1.633, 1.030], [-4.729, -0.490, 0.583], [-6.008, -0.233, 1.051], [-6.604, -1.093, 1.965], [-5.932, -2.224, 2.414], [-4.659, -2.505, 1.946], [-2.641, -3.360, -0.860], [-2.945, -3.021, -2.179], [-3.207, -4.030, -3.092], [-3.156, -5.362, -2.697], [-2.844, -5.697, -1.387], [-2.589, -4.697, -0.460], [-4.257, 0.192, -0.116], [-6.539, 0.645, 0.704], [-7.602, -0.883, 2.329], [-6.402, -2.890, 3.125], [-4.148, -3.398, 2.285], [-2.980, -1.985, -2.495], [-3.450, -3.775, -4.115], [-3.362, -6.144, -3.417], [-2.805, -6.735, -1.085], [-2.357, -4.962, 0.564], [-0.608, 2.715, 2.762], [-0.538, 0.898, 3.165], [-2.265, 0.349, 3.580], [0.540, 0.564, 4.641], [-0.723, 3.266, 3.703], [-1.475, 2.913, 2.129], [0.272, 3.096, 2.245], [-2.545, 0.830, 4.525], [-2.358, -0.732, 3.732], [-2.984, 0.651, 2.814], [0.096, 1.103, 5.487], [1.567, 0.911, 4.528], [0.559, -0.499, 4.898], [-5.253, 2.394, -2.835], [-4.205, 2.258, -3.735], [-2.887, 2.379, -3.305], [-2.616, 2.635, -1.964], [-3.672, 2.754, -1.061], [-4.986, 2.644, -1.495], [-0.818, 2.872, -1.238], [0.228, 2.810, -2.863], [0.657, 1.675, -3.537], [1.388, 1.814, -4.711], [1.694, 3.083, -5.190], [1.277, 4.218, -4.507], [0.539, 4.090, -3.336], [0.028, 5.202, -2.500], [0.207, 6.557, -2.750], [-0.336, 7.495, -1.883], [-1.053, 7.091, -0.762], [-1.229, 5.738, -0.499], [-0.694, 4.803, -1.370], [-6.276, 2.312, -3.178], [-4.411, 2.074, -4.782], [-2.079, 2.280, -4.020], [-3.470, 2.944, -0.010], [-5.802, 2.764, -0.792], [0.416, 0.686, -3.159], [1.713, 0.938, -5.257], [2.257, 3.190, -6.108], [1.523, 5.198, -4.900], [0.761, 6.889, -3.620], [-0.198, 8.550, -2.080], [-1.473, 7.831, -0.094], [-1.781, 5.425, 0.380]]}

{"formula": "CH4S2", "method": "ωB97M-V with the def2-TZVPD basis set", "smiles": "C=S.S", "relative_energy_kcal_mol": 36.9, "charge": 0, "lumo_ha": -0.0139, "species": ["C", "S", "H", "H", "S", "H", "H"], "coordinates": [[0.542, 0.497, -1.429], [0.950, -0.339, -2.719], [-0.456, 0.581, -1.114], [1.112, 1.360, -1.073], [-0.516, -0.450, 1.522], [-0.788, -0.046, 2.825], [-0.844, -1.603, 1.988]]}

{"formula": "C10H16BrKNO3S2", "method": "ωB97M-V with the def2-TZVPD basis set", "charge": 1, "lumo_ha": -0.1870, "species": ["O", "C", "O", "C", "Br", "C", "C", "C", "S", "C", "S", "N", "C", "C", "O", "C", "C", "H", "H", "H", "H", "H", "H", "H", "H", "H", "H", "H", "H", "H", "H", "H", "H", "K"], "coordinates": [[-2.527, 3.224, -0.642], [-2.715, 2.099, -0.765], [-2.584, 1.532, -2.001], [-2.400, 0.110, -1.921], [-4.151, -0.714, -2.229], [-1.442, -0.263, -3.083], [-0.076, -0.786, -2.579], [1.021, 0.304, -2.597], [2.328, -0.099, -1.316], [1.473, 0.162, 0.319], [0.255, 1.292, 0.405], [1.912, -0.652, 1.347], [2.313, 0.081, 2.563], [1.144, 0.449, 3.510], [0.244, -0.611, 3.755], [-0.180, -1.280, 2.589], [0.976, -1.742, 1.677], [-3.028, 1.476, 0.093], [-1.972, -0.147, -0.948], [-1.947, -1.049, -3.651], [-1.336, 0.570, -3.787], [-0.186, -1.164, -1.555], [0.216, -1.626, -3.216], [1.440, 0.321, -3.611], [0.580, 1.334, -2.458], [2.959, -0.607, 3.127], [2.890, 0.969, 2.290], [1.601, 0.703, 4.474], [0.670, 1.371, 3.142], [-0.905, -0.701, 1.993], [-0.697, -2.193, 2.908], [1.555, -2.469, 2.267], [0.586, -2.270, 0.802], [1.986, 2.374, -0.900]]}

{"formula": "H4O2", "method": "ωB97M-V with the def2-TZVPD basis set", "smiles": "O.O", "relative_energy_kcal_mol": 5.1, "charge": 0, "lumo_ha": 0.0223, "species": ["O", "H", "H", "O", "H", "H"], "coordinates": [[-0.620, -0.240, 1.482], [0.020, -0.020, 2.147], [-0.354, -0.080, 0.541], [0.545, 0.079, -1.021], [0.391, 0.812, -1.621], [0.017, -0.552, -1.527]]}

{"formula": "C2H16O5", "method": "ωB97M-V with the def2-TZVPD basis set", "smiles": "CC.O.O.O.O.O", "relative_energy_kcal_mol": 10.6, "charge": 0, "lumo_ha": 0.0124, "species": ["C", "C", "H", "H", "H", "H", "H", "H", "O", "H", "H", "O", "H", "H", "O", "H", "H", "O", "H", "H", "O", "H", "H"], "coordinates": [[1.039, -0.492, 1.687], [0.642, 0.771, 0.902], [1.312, -0.221, 2.705], [0.175, -1.152, 1.712], [1.904, -0.917, 1.245], [-0.025, 1.484, 1.361], [0.167, 0.460, -0.028], [1.575, 1.253, 0.674], [3.500, 0.868, -0.794], [3.956, 1.537, -1.308], [3.996, 0.074, -0.914], [-1.931, 0.552, 2.819], [-1.715, 1.436, 2.811], [-2.377, 0.369, 1.979], [0.898, -0.597, -2.814], [1.433, -1.380, -2.735], [1.181, -0.021, -2.080], [-3.356, 0.195, 0.347], [-2.985, 0.191, -0.545], [-4.062, -0.460, 0.301], [-1.998, -1.007, -2.301], [-1.858, -1.891, -1.902], [-1.470, -1.051, -3.121]]}

{"formula": "C5H8NO3", "method": "ωB97M-V with the def2-TZVPD basis set", "relative_energy_kcal_mol": 124.4, "charge": 1, "lumo_ha": -0.2309, "species": ["C", "C", "C", "C", "C", "N", "O", "O", "O", "H", "H", "H", "H", "H", "H", "H", "H"], "coordinates": [[-0.568, -0.577, 0.090], [-1.095, -0.643, 1.305], [0.639, 0.193, -0.248], [-1.348, -1.224, -1.069], [1.725, -0.252, -1.123], [0.384, 2.431, 1.578], [1.012, 3.360, 1.348], [-0.363, 1.909, 2.301], [0.847, 1.334, 0.197], [-0.658, -0.248, 2.308], [-2.025, -1.207, 1.520], [-1.039, -0.741, -2.101], [-2.426, -1.037, -0.833], [-1.111, -2.252, -1.125], [1.749, -1.349, -1.222], [2.771, -0.002, -0.765], [1.506, 0.305, -2.162]]}

{"formula": "C5H10N2", "method": "ωB97M-V with the def2-TZVPD basis set", "smiles": "C=C/C=N/N(C)C", "relative_energy_kcal_mol": 80.5, "charge": 0, "lumo_ha": 0.0356, "species": ["C", "C", "C", "N", "N", "C", "C", "H", "H", "H", "H", "H", "H", "H", "H", "H", "H"], "coordinates": [[-2.711, 0.889, 0.073], [-2.502, -0.429, 0.083], [-1.131, -0.861, -0.087], [-0.298, 0.083, -0.013], [1.024, -0.005, 0.081], [1.909, -1.130, 0.087], [1.751, 1.301, -0.178], [-1.877, 1.590, 0.188], [-3.717, 1.369, 0.140], [-3.314, -1.094, 0.228], [-1.026, -1.979, -0.171], [2.748, -0.972, -0.528], [2.215, -1.548, 1.076], [1.200, -1.906, -0.245], [2.174, 1.250, -1.184], [0.940, 2.157, -0.018], [2.614, 1.283, 0.468]]}